{
  "formula": "C8H17NSi",
  "method": "the ωB97M-V functional and the def2-TZVPD basis",
  "elements": ["C", "C", "C", "C", "C", "C", "C", "C", "N", "Si", "H", "H", "H", "H", "H", "H", "H", "H", "H", "H", "H", "H", "H", "H", "H", "H", "H"],
  "xyz": [[-2.259, 2.263, -1.888], [-1.449, 1.729, -1.202], [-0.018, -1.007, -2.074], [1.562, -2.614, 0.938], [0.773, 2.598, 0.742], [-1.899, 0.776, 1.757], [1.083, -0.570, -1.217], [0.344, -1.723, 0.784], [0.732, -0.445, 0.243], [-0.587, 1.192, 0.460], [-2.744, 3.080, -2.421], [-0.848, -0.354, -1.760], [0.116, -0.631, -3.161], [-0.224, -2.053, -2.156], [1.262, -3.474, 1.553], [1.966, -2.984, 0.009], [2.382, -2.029, 1.391], [0.478, 3.436, 1.475], [1.814, 2.269, 0.973], [1.188, 3.152, -0.138], [-2.376, 1.733, 2.013], [-2.654, 0.088, 1.415], [-1.472, 0.412, 2.804], [1.904, -1.276, -1.117], [1.350, 0.390, -1.423], [-0.415, -2.219, 0.134], [-0.012, -1.738, 1.865]],
  "lowdin_charge": [0.02, -0.21, -0.12, -0.12, -0.21, -0.21, -0.32, -0.37, -0.19, 0.71, 0.04, 0.02, 0.11, 0.06, 0.07, 0.05, 0.09, 0.04, 0.02, 0.02, 0.02, 0.02, 0.08, 0.10, 0.06, 0.10, 0.12],
  "lumo_energy_ev": 0.9,
  "max_force_ev_per_a": 4.2,
  "multiplicity": 1,
  "charge": 0,
  "homo_lumo_gap_ev": 8.9
}

---

{
  "formula": "C8H17OP",
  "method": "the ωB97M-V functional and the def2-TZVPD basis",
  "elements": ["C", "C", "C", "C", "C", "C", "C", "C", "O", "P", "H", "H", "H", "H", "H", "H", "H", "H", "H", "H", "H", "H", "H", "H", "H", "H", "H"],
  "xyz": [[1.288, 2.330, 1.015], [0.500, 1.329, 1.261], [1.384, -1.745, 0.829], [2.561, -0.098, -0.683], [-2.100, -1.125, -1.316], [-2.785, 0.700, 0.329], [1.361, -0.935, -0.429], [-1.778, -0.356, -0.015], [0.066, 1.911, -1.869], [-0.041, 0.303, -0.216], [1.720, 2.996, 1.840], [1.530, 2.669, -0.019], [0.088, 1.079, 2.304], [1.408, -1.079, 1.584], [0.578, -2.495, 0.967], [2.220, -2.469, 0.673], [3.402, -0.640, -0.968], [2.909, 0.557, 0.238], [2.315, 0.773, -1.378], [-3.176, -1.513, -1.195], [-2.029, -0.331, -2.191], [-1.404, -1.891, -1.587], [-3.810, 0.169, 0.139], [-2.689, 1.629, -0.331], [-2.961, 0.819, 1.414], [0.936, -1.638, -1.335], [-1.492, -0.949, 0.940]],
  "lowdin_charge": [-0.10, -0.31, -0.14, -0.15, -0.12, -0.14, -0.54, -0.58, -0.55, 1.09, 0.09, 0.06, 0.10, 0.02, 0.09, 0.10, 0.05, 0.11, 0.08, 0.10, 0.12, 0.04, 0.10, 0.11, 0.07, 0.17, 0.12],
  "lumo_energy_ev": 0.5,
  "max_force_ev_per_a": 6.1,
  "multiplicity": 1,
  "charge": 0,
  "homo_lumo_gap_ev": 8.7
}

---

{
  "formula": "C8H18",
  "method": "the ωB97M-V functional and the def2-TZVPD basis",
  "elements": ["C", "C", "C", "C", "H", "H", "H", "H", "H", "H", "H", "H", "C", "C", "C", "C", "H", "H", "H", "H", "H", "H", "H", "H", "H", "H"],
  "xyz": [[1.686, 1.728, -0.955], [1.376, 0.613, -1.590], [2.302, -0.560, -1.722], [0.809, 2.931, -0.824], [2.688, 1.801, -0.543], [0.411, 0.517, -2.082], [1.966, -1.386, -1.092], [2.311, -0.938, -2.743], [3.323, -0.302, -1.437], [-0.137, 2.775, -1.340], [1.309, 3.782, -1.294], [0.609, 3.204, 0.212], [-2.029, -2.593, 0.219], [-0.648, 0.579, 1.980], [-1.301, -0.785, 1.831], [-1.291, -1.275, 0.393], [-1.550, -3.395, 0.780], [-2.073, -2.896, -0.826], [-3.055, -2.515, 0.584], [-0.547, 0.878, 3.024], [-1.275, 1.321, 1.484], [0.333, 0.633, 1.508], [-2.343, -0.702, 2.154], [-0.844, -1.533, 2.484], [-1.765, -0.514, -0.234], [-0.266, -1.369, 0.031]],
  "lowdin_charge": [-0.20, -0.20, -0.11, -0.11, 0.10, 0.10, 0.06, 0.07, 0.07, 0.07, 0.07, 0.07, -0.12, -0.12, -0.29, -0.29, 0.07, 0.07, 0.07, 0.07, 0.07, 0.06, 0.11, 0.11, 0.11, 0.09],
  "lumo_energy_ev": 1.2,
  "max_force_ev_per_a": 0.4,
  "multiplicity": 1,
  "charge": 0,
  "homo_lumo_gap_ev": 10.3
}

---

{
  "formula": "C8H18AlF6N5O8PS2",
  "method": "the ωB97M-V functional and the def2-TZVPD basis",
  "elements": ["Al", "N", "O", "O", "O", "C", "F", "F", "F", "S", "O", "O", "N", "S", "O", "O", "C", "F", "F", "F", "O", "P", "N", "C", "C", "N", "C", "C", "N", "C", "C", "H", "H", "H", "H", "H", "H", "H", "H", "H", "H", "H", "H", "H", "H", "H", "H", "H", "H"],
  "xyz": [[0.098, -0.407, -2.263], [0.858, 1.986, -3.248], [0.851, 1.814, -2.049], [0.580, 1.039, -3.982], [1.134, 3.086, -3.740], [-1.529, -3.202, 0.539], [-1.402, -4.202, -0.322], [-2.284, -3.449, 1.611], [-0.345, -2.864, 1.025], [-2.177, -1.605, -0.427], [-3.642, -1.465, -0.323], [-1.436, -0.468, 0.198], [-1.466, -1.687, -2.003], [-2.636, -2.514, -2.790], [-3.265, -3.623, -2.085], [-3.626, -1.570, -3.363], [-1.655, -3.272, -4.273], [-2.596, -3.674, -5.214], [-0.912, -2.239, -4.734], [-0.890, -4.328, -3.979], [0.433, -0.016, -0.558], [0.722, 0.657, 0.773], [2.322, 1.348, 0.964], [3.143, 1.817, -0.229], [2.736, 1.910, 2.296], [0.513, -0.459, 2.082], [1.599, -1.374, 2.535], [-0.940, -0.953, 2.179], [-0.321, 2.012, 1.105], [-0.435, 2.619, 2.401], [-0.505, 3.003, 0.010], [2.695, 1.351, -1.106], [4.135, 1.404, -0.048], [3.123, 2.897, -0.368], [1.956, 1.852, 3.055], [3.044, 2.935, 2.090], [3.680, 1.485, 2.637], [1.655, -2.116, 1.739], [2.508, -0.773, 2.520], [1.402, -1.829, 3.505], [-1.162, -1.183, 3.221], [-1.576, -0.124, 1.868], [-1.223, -1.736, 1.476], [-1.405, 3.107, 2.492], [-0.390, 1.809, 3.129], [0.341, 3.364, 2.578], [-0.996, 2.484, -0.813], [0.477, 3.334, -0.328], [-1.195, 3.820, 0.219]],
  "lowdin_charge": [0.98, -0.54, -0.06, 0.06, 0.15, -0.59, 0.18, 0.20, 0.09, 0.82, -0.21, -0.47, -0.30, 0.67, -0.24, -0.25, -0.55, 0.13, 0.10, 0.16, -0.28, 0.83, -0.27, -0.06, -0.09, -0.22, -0.06, -0.12, -0.28, -0.12, -0.07, 0.05, 0.09, 0.09, 0.07, 0.09, 0.08, 0.07, 0.07, 0.10, 0.11, 0.08, -0.01, 0.10, 0.08, 0.08, 0.07, 0.08, 0.10],
  "lumo_energy_ev": -7.0,
  "max_force_ev_per_a": 8.3,
  "multiplicity": 1,
  "charge": 1,
  "homo_lumo_gap_ev": 4.9
}

---

{
  "formula": "C8H18BP",
  "method": "the ωB97M-V functional and the def2-TZVPD basis",
  "elements": ["B", "C", "C", "C", "C", "C", "C", "C", "C", "P", "H", "H", "H", "H", "H", "H", "H", "H", "H", "H", "H", "H", "H", "H", "H", "H", "H", "H"],
  "xyz": [[-1.064, -0.523, -1.385], [-0.113, 0.379, -0.628], [0.673, -0.860, 1.617], [-1.995, 0.143, -2.496], [-1.223, -2.080, -1.141], [-0.521, 1.776, -0.244], [0.268, 0.014, 2.750], [2.141, -1.530, -0.755], [2.646, 1.155, 0.126], [1.360, -0.190, 0.196], [-2.874, 0.581, -2.022], [-2.357, -0.581, -3.222], [-1.505, 0.945, -3.047], [-2.279, -2.320, -1.009], [-0.701, -2.430, -0.254], [-0.891, -2.663, -2.002], [0.311, 2.379, 0.120], [-1.297, 1.772, 0.527], [-0.948, 2.268, -1.117], [-0.755, 0.360, 2.572], [0.890, 0.891, 2.949], [0.226, -0.601, 3.651], [2.338, -1.191, -1.772], [1.470, -2.382, -0.772], [3.073, -1.818, -0.270], [2.701, 1.599, -0.865], [3.603, 0.705, 0.388], [2.414, 1.924, 0.862]],
  "lowdin_charge": [-0.46, -0.28, -0.15, -0.05, -0.06, -0.13, -0.22, -0.19, -0.18, 0.72, 0.07, 0.05, 0.05, 0.06, 0.02, 0.06, 0.05, 0.08, 0.07, 0.07, 0.06, 0.06, 0.06, 0.04, 0.05, 0.06, 0.04, 0.03],
  "lumo_energy_ev": [-0.2, -0.5],
  "max_force_ev_per_a": 1.5,
  "multiplicity": 1,
  "charge": 0,
  "homo_lumo_gap_ev": [7.4, 6.9]
}

---

{
  "formula": "C8H18Cl",
  "method": "the ωB97M-V functional and the def2-TZVPD basis",
  "elements": ["Cl", "H", "C", "H", "H", "C", "C", "C", "C", "C", "C", "C", "H", "H", "H", "H", "H", "H", "H", "H", "H", "H", "H", "H", "H", "H", "H"],
  "xyz": [[-1.133, -1.263, 2.816], [-1.563, -1.322, 1.608], [-3.422, -0.782, -1.321], [-2.963, -1.722, -0.909], [-3.926, -0.404, -0.452], [-2.236, 0.101, -1.602], [-1.018, -0.695, -2.245], [0.419, -0.097, -2.271], [1.455, -0.833, -3.181], [1.734, -2.276, -2.702], [2.751, -0.019, -3.089], [1.018, -0.845, -4.660], [-2.584, 0.846, -2.291], [-1.738, 0.669, -0.774], [-0.925, -1.691, -1.788], [-1.304, -0.916, -3.274], [0.321, 0.945, -2.615], [0.873, -0.052, -1.252], [0.834, -2.909, -2.831], [2.548, -2.685, -3.327], [2.055, -2.288, -1.640], [2.591, 1.008, -3.452], [3.138, 0.031, -2.060], [3.523, -0.479, -3.714], [0.822, 0.190, -5.010], [1.860, -1.274, -5.232], [0.119, -1.471, -4.805]],
  "lowdin_charge": [0.28, -0.28, 0.03, 0.05, 0.03, -0.28, -0.21, -0.17, -0.63, -0.06, -0.08, -0.07, 0.09, 0.12, 0.09, 0.09, 0.11, 0.12, 0.08, 0.08, 0.09, 0.09, 0.09, 0.08, 0.09, 0.08, 0.08],
  "lumo_energy_ev": [0.7, -0.6],
  "max_force_ev_per_a": 4.4,
  "s2": 0.753,
  "multiplicity": 2,
  "charge": 0,
  "homo_lumo_gap_ev": [10.4, 10.2]
}